Molecular formula: C4H14NO2
Method: DFT, the ωB97M-V functional and the def2-TZVPD basis

```
21
C4H14NO2 the ωB97M-V functional and the def2-TZVPD basis
C 1.54490 1.75283 1.04211
C 0.05775 1.35471 1.27731
C -0.14692 -0.04260 0.87588
C -0.14350 -1.07305 1.70566
N -0.32467 -0.16039 -0.58852
H 2.09691 0.81496 1.28291
H 1.76770 2.04966 0.01076
H 1.88792 2.63185 1.61602
H 0.00807 1.61504 2.36169
H -0.63273 2.11276 0.75327
H -0.11883 -0.97323 2.75919
H 0.15081 -2.10549 1.50219
H 0.37033 -0.61231 -1.25558
H -0.08580 0.85504 -1.00618
H -1.11694 -0.78223 -1.09897
H -2.34694 -2.68643 0.52418
H -1.66676 -3.33975 -0.79377
O -1.89064 -2.41187 -0.31850
H 1.80807 1.28078 -3.14234
H 0.23197 1.12608 -3.54170
O 0.89633 0.80996 -2.83873
```

Summary:
Energy: -9951.594 eV
Max |F|: 4.58 eV/Å
HOMO energy: -13.838 eV
Total charge: +1
Relative energy (zero: lowest compared OMol25 entry of this formula, charge and spin): 73.0 kcal/mol